# 1
This record from the Open Molecules 2025 dataset describes C5H10N2S in the gas phase in a non-equilibrium geometry. The level of theory is ωB97M-V/def2-TZVPD.

Element x y z (Å)
H: -0.687 1.053 2.585
H: -1.605 -1.176 -1.530
H: -1.063 2.020 -0.075
N: -1.263 1.115 0.352
C: 0.091 0.448 2.131
C: 1.077 0.031 2.882
H: -0.084 -2.042 -1.980
H: -0.957 -1.025 -3.099
H: -0.139 0.984 -1.870
C: -0.653 -1.108 -2.053
C: 0.269 0.024 -1.694
H: -1.842 0.568 -0.277
N: -0.069 0.443 0.677
H: 1.126 0.107 -2.355
S: 2.118 -0.933 0.049
H: 1.952 -0.507 2.522
C: 0.742 -0.064 -0.258
H: 0.986 0.061 3.996

Cartesian forces, eV/Å:
-0.2 -0.4 -0.3
0.2 0.0 0.5
0.0 -0.3 0.1
-0.3 0.4 -0.4
-0.5 1.1 -1.4
1.4 -1.5 1.6
-0.4 0.0 0.2
0.2 0.1 -0.1
-1.2 1.1 0.0
0.0 -0.7 -1.2
0.6 0.6 0.4
0.2 0.0 0.1
-0.4 0.5 1.9
0.3 -0.8 0.1
-0.1 0.2 -0.1
-0.4 0.3 0.0
0.7 -1.0 -0.4
-0.1 0.4 -1.2

The value obtained for the total energy is -19160.669 eV. As for the relative energy (zero: lowest compared OMol25 entry of this formula, charge and spin): 51.59 kcal per mole. As for the SMILES: C=CN(N)C(=S)CC. The calculation puts the highest occupied orbital energy at -8.1 eV. For the LUMO energy, the calculation gives 0.683 eV.

Mulliken atomic charge list, values in e, 4 entries:
1 H 0.3164
2 H 0.2931
3 H 0.2501
4 N -0.8033



# 2
This record from the Open Molecules 2025 dataset describes C5H10N2S in the gas phase in a non-equilibrium geometry. The level of theory is ωB97M-V/def2-TZVPD.

Element x y z (Å)
N: 1.909 -0.063 -2.104
C: -0.268 0.621 -0.207
H: 0.435 -1.423 1.663
H: -1.822 -0.397 2.127
H: -0.932 -1.915 0.697
H: 0.686 -2.591 0.320
H: -0.380 2.401 1.082
N: 0.417 -0.596 -0.231
H: 1.604 0.890 -2.093
C: 1.418 -0.757 -1.158
H: 1.741 -1.804 -1.135
C: 0.138 -1.708 0.654
H: -0.855 0.738 -2.232
C: -0.387 1.287 1.154
H: 0.441 0.979 1.791
H: -1.396 2.154 -1.133
C: -0.820 1.236 -1.256
S: -1.929 0.948 2.060

Cartesian forces, eV/Å:
0.3 -0.4 0.9
-1.2 1.4 1.0
0.2 -0.4 0.2
0.0 0.3 0.0
0.0 -0.2 -0.2
-0.1 0.2 0.1
0.1 -0.9 -0.1
0.6 0.4 -1.2
-0.5 0.8 -0.1
0.3 -1.6 -1.3
0.3 0.2 0.1
-0.3 0.7 0.6
0.1 0.4 0.3
0.2 0.3 0.2
0.1 0.2 0.0
0.4 -0.2 0.0
-0.2 -1.0 -0.4
-0.2 -0.3 0.0

The value obtained for the total energy is -19161.203 eV. As for the relative energy (zero: lowest compared OMol25 entry of this formula, charge and spin): 39.26 kcal per mole. As for the SMILES: [H]/N=C\N(C)C(=C)CS. The calculation puts the highest occupied orbital energy at -8.7 eV. For the LUMO energy, the calculation gives 0.661 eV.

Mulliken atomic charge list, values in e, 4 entries:
1 N -0.7130
2 C 0.5151
3 H 0.3549
4 H 0.0896



# 3
This record from the Open Molecules 2025 dataset describes C5H10N2S in the gas phase in a non-equilibrium geometry. The level of theory is ωB97M-V/def2-TZVPD.

Element x y z (Å)
C: 0.376 -1.377 1.239
H: -0.807 3.179 -0.196
C: 1.181 -0.902 -1.177
H: 2.024 -0.248 -0.915
C: 0.366 1.627 0.125
N: -0.531 0.528 -0.073
S: -3.150 -0.265 -0.192
H: 0.607 -2.483 1.147
H: -2.134 1.794 0.149
H: -0.834 -1.464 -0.536
C: 0.004 -0.847 -0.150
H: 1.414 1.268 0.358
H: 1.228 -0.767 1.663
H: 1.572 -1.923 -1.293
H: 0.838 -0.572 -2.189
N: 0.158 2.925 0.120
C: -1.875 0.760 0.012
H: -0.438 -1.233 1.908

Cartesian forces, eV/Å:
1.5 -0.1 -0.6
0.9 -0.4 0.5
-0.5 0.2 -0.4
-0.2 -0.3 0.1
0.4 1.8 0.4
-0.4 1.0 0.3
0.8 0.1 0.2
0.0 1.4 0.3
0.2 0.4 0.3
0.5 0.5 0.1
0.4 -0.4 -0.8
-1.4 0.6 -0.2
-0.6 -1.0 -0.4
-0.2 0.3 0.2
0.1 -0.2 0.8
-0.4 -3.0 -0.6
-0.3 -0.7 -0.7
-0.8 -0.1 0.6

The value obtained for the total energy is -19161.845 eV. As for the relative energy (zero: lowest compared OMol25 entry of this formula, charge and spin): 24.47 kcal per mole. As for the SMILES: [H]/N=C\N(C=S)C(C)C. The calculation puts the highest occupied orbital energy at -8.8 eV. For the LUMO energy, the calculation gives -0.059 eV.

Mulliken atomic charge list, values in e, 4 entries:
1 C -1.1509
2 H 0.2269
3 C -1.2405
4 H 0.3159



# 4
This record from the Open Molecules 2025 dataset describes a gas-phase ion, C5H10N3 (charge +1) in a non-equilibrium geometry. The level of theory is ωB97M-V/def2-TZVPD.

Element x y z (Å)
C: -0.171 -1.066 0.340
H: 0.831 -2.064 -1.451
H: -1.014 -1.527 1.037
H: -0.962 -2.562 -1.058
N: 0.839 0.630 1.884
N: -0.793 -0.513 -2.021
C: -0.243 -1.653 -1.151
C: 0.233 0.336 0.659
H: 1.403 0.003 2.309
H: -1.585 -0.717 -2.655
H: 0.055 -0.080 -2.557
H: 0.681 -1.747 0.804
H: -0.781 1.915 -0.619
H: 1.462 2.537 2.771
C: 0.892 2.069 2.060
C: -0.108 1.614 0.117
N: 0.337 2.576 1.013
H: -1.077 0.248 -1.481

Cartesian forces, eV/Å:
1.3 -4.0 1.9
-2.5 1.4 0.0
1.0 1.6 -1.8
1.1 1.8 -0.8
-1.9 3.5 -2.2
2.7 -1.1 -2.7
0.3 -1.0 2.3
-0.9 2.7 0.1
2.0 -2.3 2.0
0.8 -0.3 0.1
-2.0 -1.1 0.6
-1.3 1.3 -0.9
-0.7 0.4 -1.3
0.9 1.0 1.8
-1.4 -4.6 -3.9
1.8 -2.0 3.9
-0.6 1.4 -0.8
-0.8 1.4 1.7

The charge is +1. The value obtained for the total energy is -9808.835 eV. As for the relative energy (zero: lowest compared OMol25 entry of this formula, charge and spin): 67.19 kcal per mole. As for the SMILES: [NH3+]CCc1cnc[nH]1. The calculation puts the highest occupied orbital energy at -12.4 eV. For the LUMO energy, the calculation gives -3.763 eV.

Mulliken atomic charge list, values in e, 4 entries:
1 C -0.6712
2 H 0.2922
3 H 0.2727
4 H 0.2947



# 5
This record from the Open Molecules 2025 dataset describes a gas-phase ion, C5H10N3 (charge +1) in a non-equilibrium geometry. The level of theory is ωB97M-V/def2-TZVPD.

Element x y z (Å)
H: -0.351 1.029 1.965
C: -0.119 0.187 1.294
H: -2.320 -2.027 0.138
N: 1.851 1.345 -1.561
H: 2.418 1.978 -2.099
H: 1.170 0.016 -3.042
H: -2.166 -0.361 1.819
N: -1.363 -1.771 0.423
N: 0.586 -0.346 -0.955
C: 0.710 0.514 0.128
C: 1.438 1.581 -0.272
H: -1.818 0.296 0.094
C: 1.145 0.227 -1.988
H: -0.987 -2.376 1.154
H: 1.654 2.422 0.362
H: -0.602 -1.753 -0.298
C: -1.542 -0.351 0.928
H: 0.297 -0.611 1.911

Cartesian forces, eV/Å:
0.6 -0.1 -0.3
-1.5 -0.3 1.6
0.9 -0.8 -0.3
-1.7 -0.1 0.3
-0.1 0.0 -0.2
-0.1 -0.8 0.1
-0.3 0.0 -0.4
-0.6 0.8 0.3
-1.1 -0.4 -0.9
-0.2 -0.4 -1.6
0.5 0.0 1.1
-0.9 -0.5 0.1
2.0 1.2 0.9
-0.5 -0.1 0.2
0.5 0.3 -0.4
-0.6 0.4 -0.6
2.6 0.6 -0.2
0.5 0.2 0.2

The charge is +1. The value obtained for the total energy is -9811.164 eV. As for the relative energy (zero: lowest compared OMol25 entry of this formula, charge and spin): 13.46 kcal per mole. As for the SMILES: [NH3+]CCc1c[nH]cn1. The calculation puts the highest occupied orbital energy at -12.6 eV. For the LUMO energy, the calculation gives -2.997 eV.

Mulliken atomic charge list, values in e, 4 entries:
1 H 0.3599
2 C -0.6882
3 H 0.3658
4 N -0.0778



# 6
This record from the Open Molecules 2025 dataset describes a gas-phase ion, C5H10N3 (charge +1) in a non-equilibrium geometry. The level of theory is ωB97M-V/def2-TZVPD.

Element x y z (Å)
N: 1.549 -1.320 0.397
H: 1.534 -1.702 -0.502
H: -1.199 1.516 1.478
H: -3.130 -0.995 -1.205
N: -2.519 0.305 0.351
H: 1.699 0.562 -1.494
H: 1.393 0.414 1.493
C: 1.010 -0.035 0.567
N: -0.375 0.030 0.205
H: -3.457 0.752 0.592
H: 1.438 2.174 -0.523
H: 1.974 -1.831 1.131
H: -0.339 -1.340 -1.346
C: -1.301 0.696 0.811
H: 3.055 1.036 -0.125
C: -0.986 -0.764 -0.703
C: -2.337 -0.631 -0.594
C: 1.991 1.135 -0.531

Cartesian forces, eV/Å:
-0.8 1.0 0.7
0.4 -0.7 -1.1
0.3 0.2 0.7
-0.2 -0.4 -0.1
-0.9 2.0 1.4
1.3 1.3 1.2
-1.5 -0.4 0.2
5.1 2.2 -1.8
-0.4 0.1 0.7
2.0 -0.9 -0.3
1.6 -2.0 0.1
0.2 -0.2 0.4
-0.6 -0.3 -0.1
-2.8 1.2 0.8
-1.7 0.4 -1.0
0.4 -1.6 -1.3
1.0 -0.1 -1.1
-3.4 -1.8 0.7

The charge is +1. The value obtained for the total energy is -9809.426 eV. As for the relative energy (zero: lowest compared OMol25 entry of this formula, charge and spin): 53.54 kcal per mole. As for the SMILES: C[C@H](N)[n+]1cc[nH]c1. The calculation puts the highest occupied orbital energy at -12.9 eV. For the LUMO energy, the calculation gives -3.111 eV.

Mulliken atomic charge list, values in e, 4 entries:
1 N -0.3949
2 H 0.1313
3 H 0.4324
4 H 0.4139